Record 1
17
Properties=species:S:1:pos:R:3:mulliken_charge:R:1 method="wB97M-V/def2-TZVPD" charge=+1 e_homo_ev=-14.61 smiles="C=C1C=NC=[NH+][C@@H]1C" spin_multiplicity=1 e_tot_ev=-9338.8644 e_above_lowest_kj_mol=327.0 e_lumo_ev=-5.8 largest_force_ha_per_bohr=0.09569
N 2.27 0.50 -0.15 -0.505
N 0.89 -1.32 0.27 -0.117
C 1.96 -0.77 -0.23 0.049
C 1.33 1.36 0.07 -0.234
C -0.25 -0.56 0.58 0.313
C -1.45 -0.97 -0.23 -1.293
C -0.01 1.05 0.17 0.536
C -1.02 1.91 -0.02 -0.836
H 0.61 -2.32 0.16 0.309
H -1.96 1.30 0.18 0.154
H -1.03 -1.00 -1.23 0.457
H -1.02 2.91 -0.38 0.388
H -0.33 -0.71 1.76 0.246
H -1.88 -1.95 -0.14 0.381
H 1.62 2.38 0.04 0.475
H 2.55 -1.56 -0.67 0.404
H -2.27 -0.25 -0.17 0.274

Record 2
15
Properties=species:S:1:pos:R:3:mulliken_charge:R:1 method="wB97M-V/def2-TZVPD" charge=-1 e_homo_ev=-2.92 smiles="C[C@@H](C=O)NC[O-]" spin_multiplicity=1 e_tot_ev=-9861.7206 e_above_lowest_kj_mol=295.8 e_lumo_ev=4.1 largest_force_ha_per_bohr=0.02503
O 1.31 1.76 1.54 -0.558
O 1.40 0.23 -1.99 -0.827
N -0.79 0.02 -0.79 -0.420
C -0.39 -0.63 1.60 -1.403
C 0.95 1.13 0.55 -0.155
C -0.41 0.47 0.51 0.354
C 0.22 -0.33 -2.03 -0.276
H -1.48 -0.72 -0.77 0.240
H -1.33 -1.14 1.75 0.353
H -1.10 1.25 0.87 0.095
H 1.61 1.03 -0.30 0.519
H -0.12 -0.20 2.53 0.390
H -0.47 -0.05 -2.86 0.211
H 0.37 -1.36 1.35 0.329
H 0.22 -1.46 -1.96 0.149

Record 3
89
Properties=species:S:1:pos:R:3:mulliken_charge:R:1 method="wB97M-V/def2-TZVPD" charge=0 e_homo_ev="-7.60 / -7.61" spin_multiplicity=2 e_tot_ev=-278731.5692 e_above_lowest_kj_mol=0.0 e_lumo_ev="-0.2 / -1.0" largest_force_ha_per_bohr=0.01111 s_squared=0.76
I 1.48 2.23 0.76 0.195
Br -0.61 5.05 0.87 -0.109
Ge -1.06 -0.39 0.02 1.274
Ti 1.61 -0.86 -0.49 0.562
Cl 6.97 0.65 -0.93 -0.136
Cl 6.07 -1.13 1.17 -0.135
Cl 2.96 -2.01 -2.04 -0.500
S 2.39 -1.29 2.66 0.328
S 1.21 -0.20 -3.60 0.540
F -0.28 -2.43 -2.52 -0.457
F 1.06 -6.13 1.17 -0.345
F 1.95 -3.66 1.46 -0.505
F -0.47 -6.83 -0.97 -0.357
F -1.10 -4.93 -2.83 -0.394
O 1.37 -0.88 1.58 0.214
O 0.95 0.12 -2.10 0.148
O 4.06 0.99 -1.39 -0.501
O 3.41 -0.36 0.27 -0.195
C 0.06 -3.31 -1.56 -0.433
C 2.54 0.15 3.73 -0.917
C -1.27 2.19 -1.58 -0.192
C 0.72 -5.21 0.27 0.198
C -2.38 -1.76 -0.56 -0.269
C 1.34 -2.16 3.86 0.083
C 0.80 -2.89 -0.47 1.615
C -0.05 -5.57 -0.83 0.877
C 1.13 -3.90 0.40 0.235
C 1.55 3.82 -0.58 -0.035
C 0.75 5.92 -1.44 -0.459
C -3.24 -1.52 -1.63 -0.042
C -0.37 -4.61 -1.76 0.077
C -1.90 1.26 -0.76 -0.081
C -4.16 -2.47 -2.06 -0.895
C -1.94 3.30 -2.09 -1.131
C 2.58 0.86 -4.04 -0.637
C -2.30 -0.87 4.12 -0.890
C -1.57 -0.08 1.93 0.295
C 1.27 0.18 4.56 0.504
C -3.91 2.62 -0.92 -0.969
C -3.27 3.52 -1.76 -0.822
C -3.39 -3.97 -0.36 -1.256
C -1.89 -1.11 2.81 -0.023
C -0.10 0.72 -4.39 -0.800
C -1.70 1.23 2.42 -0.151
C -2.41 0.43 4.58 -0.565
C -3.23 1.52 -0.43 -0.475
C 4.31 0.23 -0.46 -0.134
C 0.68 4.91 -0.49 0.226
C -2.47 -3.02 0.05 0.473
C 1.68 5.86 -2.46 -0.700
C -4.25 -3.69 -1.41 -0.670
C 2.55 4.78 -2.54 -0.519
C 1.12 -1.25 5.06 -1.099
C 2.49 3.76 -1.60 -0.364
C 5.70 -0.07 -0.09 0.131
C -2.11 1.48 3.73 -0.867
H -1.84 -2.14 2.47 0.089
H 0.42 -2.32 3.30 -0.479
H 1.88 -1.45 5.83 0.399
H 3.16 2.91 -1.65 0.645
H 3.29 4.72 -3.34 0.472
H -1.50 2.07 1.77 0.077
H -4.97 -4.43 -1.74 0.374
H -1.41 4.00 -2.72 0.415
H 0.42 0.46 3.93 -0.478
H 1.79 -3.12 4.08 0.615
H -3.44 -4.93 0.14 0.431
H -4.81 -2.25 -2.90 0.425
H 0.01 0.56 -5.46 0.580
H 1.73 6.65 -3.19 0.382
H -2.74 0.62 5.60 0.365
H -3.79 4.38 -2.15 0.381
H 2.35 1.87 -3.71 -0.002
H 3.46 0.48 -3.52 0.191
H 2.69 0.81 -5.12 0.540
H -3.19 -0.57 -2.15 0.222
H -1.78 -3.29 0.84 0.169
H -3.76 0.83 0.23 0.483
H -2.20 2.50 4.07 0.430
H 3.42 -0.04 4.34 0.545
H 2.74 1.02 3.10 0.241
H -1.04 0.29 -4.04 0.179
H -4.95 2.78 -0.64 0.440
H -2.56 -1.70 4.76 0.457
H 0.14 -1.43 5.50 0.447
H 0.08 6.76 -1.36 0.444
H 1.34 0.91 5.37 0.545
H -0.22 2.06 -1.83 0.861
H -0.05 1.77 -4.14 0.168

Record 4
10
Properties=species:S:1:pos:R:3:mulliken_charge:R:1 method="wB97M-V/def2-TZVPD" charge=0 e_homo_ev=-9.76 spin_multiplicity=1 e_tot_ev=-19008.7996 e_above_lowest_kj_mol=301.5 e_lumo_ev=-0.7 largest_force_ha_per_bohr=0.03805
S 2.70 -0.74 -0.60 -0.355
O -1.89 2.29 1.65 -0.297
O -0.85 1.37 -0.01 -0.171
N -0.77 -0.98 -0.22 -0.476
N -1.62 1.25 1.18 0.177
C -0.50 0.18 -0.58 0.071
H -1.35 -1.06 0.61 0.296
H 1.99 -1.72 -1.17 0.181
H 0.11 0.38 -1.45 0.414
H 2.17 -0.98 0.59 0.161

Record 5
35
Properties=species:S:1:pos:R:3:mulliken_charge:R:1 method="wB97M-V/def2-TZVPD" charge=+2 e_homo_ev="-16.41 / -15.80" spin_multiplicity=8 e_tot_ev=-60898.8186 e_above_lowest_kj_mol=111.9 e_lumo_ev="-10.1 / -10.3" largest_force_ha_per_bohr=0.08479 s_squared=16.05
Gd -0.44 0.09 -1.26 0.693
I -0.91 2.71 -2.36 0.278
P -2.45 0.96 0.72 0.777
P 2.31 -0.88 -1.49 0.736
F -1.24 -1.80 -1.12 -0.613
O 1.35 2.00 1.85 -0.131
C 2.43 -1.83 -3.06 -1.149
C -1.23 0.35 -3.54 -1.134
C 0.81 1.39 1.04 0.146
C 3.54 0.45 -1.75 -1.114
C 3.22 -2.00 -0.35 -1.179
C -2.78 0.26 2.39 -1.190
C -2.52 2.76 1.07 -1.043
C -4.08 0.70 -0.09 -1.182
H -1.47 -0.66 -3.15 0.449
H -3.78 0.57 2.75 0.384
H -4.86 1.14 0.56 0.413
H -4.11 1.16 -1.08 0.346
H -2.10 0.76 -4.07 0.473
H 3.13 1.22 -2.42 0.355
H -1.72 3.04 1.76 0.362
H 4.12 -2.40 -0.84 0.380
H -2.03 0.61 3.11 0.383
H 3.49 -2.07 -3.23 0.401
H -4.27 -0.38 -0.21 0.393
H -2.77 -0.84 2.35 0.370
H -3.49 3.02 1.51 0.388
H 2.05 -1.25 -3.91 0.362
H -2.38 3.33 0.14 0.273
H 4.45 0.03 -2.20 0.385
H 2.58 -2.86 -0.08 0.369
H 1.85 -2.76 -2.99 0.388
H 3.79 0.91 -0.78 0.377
H -0.36 0.32 -4.21 0.470
H 3.52 -1.46 0.56 0.384

Record 6
17
Properties=species:S:1:pos:R:3:mulliken_charge:R:1 method="wB97M-V/def2-TZVPD" charge=+1 e_homo_ev="-11.76 / -11.76" spin_multiplicity=1 e_tot_ev=-8770.6436 e_above_lowest_kj_mol=381.6 e_lumo_ev="-4.0 / -4.0" largest_force_ha_per_bohr=0.07946
N -3.10 -0.17 -0.84 -0.339
N 2.67 -1.39 0.20 -0.546
N -1.05 0.26 0.53 -0.081
C 1.88 -0.52 -0.08 0.695
C -2.02 -0.43 -0.07 0.184
C 2.05 0.69 -0.88 -0.941
C 0.08 -0.37 1.15 -1.073
H -3.86 -0.87 -0.84 0.271
H -1.07 1.36 0.56 0.336
H 0.65 0.14 1.90 0.472
H 2.51 -2.18 0.90 0.286
H -3.33 0.74 -1.21 0.248
H 0.14 -1.48 1.28 0.372
H 3.09 0.74 -1.11 0.358
H 1.35 0.96 -1.83 0.267
H -2.12 -1.41 0.43 0.243
H 1.90 1.53 -0.15 0.247

- Among the records above, which one has the highest charge?
  C8H21FGdIOP2

- What is the charge in the second record?
  -1

- The lowest charge belongs to which entry?
  C4H8NO2